Record 1
Formula: C31H39Cl5N2OPRbS2
Source: OMol25
Level of theory: the ωB97M-V functional and the def2-TZVPD basis

The value obtained for the HOMO energy is -1.6 eV. As for the relative energy (zero: lowest compared OMol25 entry of this formula, charge and spin): 9.4 kcal per mole. Its net charge is -2.

Geometry as XYZ:
```
82
C31H39Cl5N2OPRbS2 | OMol25 | the ωB97M-V functional and the def2-TZVPD basis
Rb 1.7086 -1.0328 0.4525
Cl 0.2430 -6.4815 -4.2697
Cl 0.9245 -3.8742 1.3742
Cl -0.0863 -3.3749 -3.8858
Cl 0.9182 -8.3049 -1.8011
Cl 1.2705 -6.9863 1.0192
S 4.8215 -0.9243 -1.4325
S 0.9713 0.1833 3.6524
P -2.5332 -0.7761 0.2507
O 0.3484 -2.4968 -1.1436
N 2.5880 1.2372 -1.6323
N 1.2983 2.1843 1.2326
C 0.4591 -5.7655 -2.7016
C -3.3200 0.8722 -0.0864
C 2.8285 4.4031 3.8311
C 1.7742 2.6470 2.5074
C 0.3307 -4.3984 -2.5517
C -4.5575 -1.8309 -1.6252
C 2.1513 0.4709 -2.7983
C -4.8156 1.1037 0.1470
C -0.1610 2.1435 1.2224
C 0.7720 -4.6217 -0.2003
C -3.1387 -1.9307 -1.0661
C 0.7549 -6.5863 -1.6097
C -2.9565 -0.3283 2.9253
C 2.3509 3.9160 2.6207
C 5.0092 0.8004 -1.6980
C 1.6427 1.8122 3.6526
C 4.1606 3.0772 -2.0122
C 0.9074 -5.9904 -0.3577
C -3.2629 -1.3746 1.8484
C 2.1107 2.3584 4.8605
C 6.5139 2.7188 -2.0773
C -4.7178 -1.8456 1.9199
C 2.6981 3.6109 4.9618
C 0.4867 -3.7373 -1.2899
C 1.5757 2.2135 -1.2637
C -2.9064 1.3252 -1.4920
C -2.8487 -3.3571 -0.5931
C 1.8104 2.9117 0.0756
C 3.9291 1.7204 -1.7802
C 5.4416 3.5959 -2.1565
C 6.2895 1.3670 -1.8587
H -5.0894 2.1149 -0.1783
H -1.8519 1.1293 -1.6993
H -2.6327 -2.2438 2.0640
H 7.1286 0.6850 -1.7833
H -4.9004 -2.7168 1.2898
H 2.9332 -0.2307 -3.0818
H -5.4225 -1.0704 1.6227
H 7.5300 3.0869 -2.1760
H -1.8425 -3.4376 -0.1975
H 3.0631 3.9573 5.9227
H 5.5887 4.6576 -2.3164
H 2.8798 3.0632 0.2114
H -0.5106 1.6363 2.1196
H -3.0753 2.3997 -1.6103
H -5.0737 1.0234 1.2021
H 1.9146 1.1430 -3.6402
H 2.0132 1.7299 5.7380
H -0.5315 1.5815 0.3668
H -5.4461 0.4049 -0.3996
H -4.7308 -0.8891 -2.1445
H 1.3517 3.9145 0.0094
H 3.2934 5.3807 3.8756
H -3.5113 0.5992 2.7488
H -0.5831 3.1648 1.1774
H 3.3215 3.7583 -2.0672
H 1.4463 2.9850 -2.0418
H -3.2608 -0.7016 3.9077
H -4.9639 -2.1302 2.9501
H -2.7875 1.5221 0.6154
H 1.2580 -0.1129 -2.5539
H -1.8950 -0.0712 2.9850
H 2.4435 4.5432 1.7453
H 0.6254 1.6754 -1.2478
H -2.9458 -4.0628 -1.4242
H -4.7204 -2.6346 -2.3525
H -5.3224 -1.9304 -0.8522
H -3.4920 0.8143 -2.2608
H -2.4382 -1.7242 -1.8835
H -3.5481 -3.6682 0.1887
```

Formally, the Löwdin partial charges of the atoms, in units of the elementary charge, are as follows:
1 Rb 0.602
2 Cl 0.627
3 Cl 0.629
4 Cl 0.677
5 Cl 0.599
6 Cl 0.639
7 S 0.393
8 S 0.397
9 P 1.093
10 O -0.310
11 N -0.197
12 N -0.163
13 C -0.704
14 C -0.559
15 C -0.135
16 C -0.258
17 C -0.607
18 C -0.117
19 C -0.106
20 C -0.117
21 C -0.115
22 C -0.587
23 C -0.542
24 C -0.732
25 C -0.128
26 C -0.055
27 C -0.686
28 C -0.670
29 C -0.065
30 C -0.700
31 C -0.548
32 C -0.161
33 C -0.141
34 C -0.117
35 C -0.139
36 C -0.570
37 C -0.205
38 C -0.127
39 C -0.120
40 C -0.193
41 C -0.273
42 C -0.135
43 C -0.155
44 H 0.072
45 H 0.060
46 H 0.097
47 H 0.076
48 H 0.046
49 H 0.035
50 H 0.052
51 H 0.081
52 H 0.048
53 H 0.082
54 H 0.078
55 H 0.116
56 H 0.025
57 H 0.075
58 H 0.052
59 H 0.087
60 H 0.074
61 H 0.039
62 H 0.054
63 H 0.048
64 H 0.116
65 H 0.080
66 H 0.063
67 H 0.099
68 H 0.091
69 H 0.109
70 H 0.075
71 H 0.071
72 H 0.075
73 H 0.071
74 H 0.021
75 H 0.088
76 H 0.094
77 H 0.085
78 H 0.074
79 H 0.059
80 H 0.061
81 H 0.092
82 H 0.060



Record 2
Formula: C18H24N5OPd
Source: OMol25
Level of theory: the ωB97M-V functional and the def2-TZVPD basis

The value obtained for the HOMO energy (alpha / beta) is -16.3 / -16.9 eV. As for the relative energy (zero: lowest compared OMol25 entry of this formula, charge and spin): 0.0 kcal per mole. Its net charge is +3. The spin multiplicity is 5.

Geometry as XYZ:
```
49
C18H24N5OPd | OMol25 | the ωB97M-V functional and the def2-TZVPD basis
Pd -2.6971 -0.0260 1.4927
O -2.8662 1.7954 2.3820
N 10.4207 -0.0446 -1.8478
N 10.2314 -0.5159 -3.0553
N -4.4523 0.7770 3.7461
N -3.8532 -1.6335 0.7267
N -4.2644 -0.2248 2.8877
C -4.6898 4.1386 6.1329
C 8.3240 -0.7344 -0.7570
C -4.5776 2.9992 5.3862
C -3.7993 3.0143 4.1867
C 10.4443 -2.0924 -0.5120
C -4.3557 -3.4430 -0.7388
C -5.5821 -3.1813 1.2964
C -3.1440 4.2037 3.7700
C -3.6673 1.8225 3.3962
C 9.8489 -0.6885 -0.6326
C 10.2798 0.1975 0.5288
C -4.8323 -2.0574 1.5777
C -3.6341 -2.3016 -0.4012
C -5.3343 -3.8922 0.1229
C -4.0430 5.3068 5.7053
C -3.2707 5.3352 4.5218
C -5.1092 -1.2077 2.7531
C -6.2829 -1.4219 3.6294
H -2.5659 4.1957 2.8572
H -4.1385 -3.9545 -1.6657
H -6.3592 -3.5019 1.9754
H 7.9415 -1.1978 0.1512
H -5.9125 -4.7763 -0.1094
H -6.2352 -2.4228 4.0653
H 11.3671 0.2465 0.6086
H 11.5320 -2.0578 -0.4592
H 10.1507 -2.7396 -1.3406
H 9.7362 -1.3899 -3.1576
H -5.2727 4.1471 7.0429
H -2.8611 -1.9204 -1.0556
H 10.0731 -2.5511 0.4032
H 9.8777 1.2066 0.4299
H 11.0499 0.7459 -1.7693
H -2.7916 6.2560 4.2203
H 9.9022 -0.2250 1.4579
H 7.8959 0.2636 -0.8451
H 7.9842 -1.3350 -1.6022
H -6.3153 -0.6858 4.4251
H -5.0656 2.0845 5.6877
H -4.1395 6.2120 6.2920
H -7.2031 -1.3645 3.0432
H 10.7639 -0.1363 -3.8252
```

Formally, the Löwdin partial charges of the atoms, in units of the elementary charge, are as follows:
1 Pd 1.141
2 O -0.116
3 N 0.072
4 N 0.206
5 N 0.159
6 N -0.025
7 N -0.052
8 C -0.005
9 C -0.022
10 C 0.042
11 C -0.080
12 C -0.017
13 C 0.016
14 C 0.047
15 C 0.039
16 C -0.369
17 C -0.578
18 C -0.024
19 C -0.194
20 C -0.068
21 C 0.025
22 C 0.058
23 C 0.007
24 C -0.176
25 C 0.025
26 H 0.133
27 H 0.135
28 H 0.134
29 H 0.101
30 H 0.140
31 H 0.118
32 H 0.100
33 H 0.101
34 H 0.086
35 H 0.144
36 H 0.133
37 H 0.129
38 H 0.105
39 H 0.098
40 H 0.184
41 H 0.133
42 H 0.105
43 H 0.096
44 H 0.084
45 H 0.087
46 H 0.124
47 H 0.139
48 H 0.122
49 H 0.161



Record 3
Formula: C3H10NO
Source: OMol25
Level of theory: the ωB97M-V functional and the def2-TZVPD basis

The value obtained for the HOMO energy is -15.1 eV. As for the relative energy (zero: lowest compared OMol25 entry of this formula, charge and spin): 24.8 kcal per mole. Its net charge is +1.

Geometry as XYZ:
```
15
C3H10NO | OMol25 | the ωB97M-V functional and the def2-TZVPD basis
O 0.6110 0.8275 0.9945
N -0.8257 -1.4941 1.3658
C -1.3728 -1.8497 0.2777
C 0.2326 1.3912 -1.3228
C 1.2064 0.7916 -0.3335
H -1.0528 -2.0660 2.1703
H -1.2266 -1.2765 -0.6311
H -2.1200 -2.6317 0.1788
H 2.1372 1.3483 -0.2798
H 0.4290 1.1007 -2.3552
H 1.2418 1.2738 1.5771
H 0.2210 2.4716 -1.2558
H -0.7682 1.0007 -1.1358
H -0.1912 -0.6598 1.3730
H 1.4784 -0.2274 -0.6232
```

Formally, the natural (NBO) partial charges of the atoms, in units of the elementary charge, are as follows:
1 O -0.770
2 N -0.574
3 C 0.144
4 C -0.634
5 C -0.077
6 H 0.439
7 H 0.221
8 H 0.233
9 H 0.199
10 H 0.234
11 H 0.509
12 H 0.236
13 H 0.193
14 H 0.481
15 H 0.167



Record 4
Formula: C4H10N2O2
Source: OMol25
Level of theory: the ωB97M-V functional and the def2-TZVPD basis

The value obtained for the HOMO energy is -9.7 eV. As for the SMILES: CC(N)=O.CC(N)=O. As for the relative energy (zero: lowest compared OMol25 entry of this formula, charge and spin): 64.2 kcal per mole. Its net charge is 0.

Geometry as XYZ:
```
18
C4H10N2O2 | OMol25 | the ωB97M-V functional and the def2-TZVPD basis
O 1.5827 -1.0448 -0.1656
O -1.6445 1.1705 -0.0749
N 1.7206 1.2220 -0.0318
N -1.5784 -1.2020 0.1658
C 3.7501 -0.0851 0.0683
C 2.1834 -0.1026 -0.0354
C -2.1707 0.0379 -0.0966
C -3.7058 0.0983 0.0579
H 0.7183 1.3482 0.1179
H 3.7439 -0.7743 1.0367
H -2.0641 -2.1543 -0.3608
H 4.1175 0.8579 0.1580
H -4.3152 0.9182 0.7050
H -3.9666 0.4816 -0.8907
H 4.2811 -0.6928 -0.6211
H -4.2668 -0.9351 0.2502
H 2.2651 2.0343 -0.0133
H -0.6507 -1.1779 -0.2698
```

Formally, the natural (NBO) partial charges of the atoms, in units of the elementary charge, are as follows:
1 O -0.602
2 O -0.621
3 N -0.869
4 N -0.814
5 C -0.718
6 C 0.725
7 C 0.670
8 C -0.733
9 H 0.416
10 H 0.229
11 H 0.390
12 H 0.201
13 H 0.255
14 H 0.231
15 H 0.229
16 H 0.207
17 H 0.389
18 H 0.412



Record 5
Formula: C18H53CrO9
Source: OMol25
Level of theory: the ωB97M-V functional and the def2-TZVPD basis

The value obtained for the HOMO energy (alpha / beta) is -11.6 / -11.6 eV. As for the relative energy (zero: lowest compared OMol25 entry of this formula, charge and spin): 0.0 kcal per mole. Its net charge is +1. The spin multiplicity is 5.

Geometry as XYZ:
```
81
C18H53CrO9 | OMol25 | the ωB97M-V functional and the def2-TZVPD basis
Cr 25.2096 10.3751 -26.2019
O 21.5554 3.1487 -20.5131
O 23.3188 8.1677 -28.1614
O 25.7949 8.9251 -27.8778
O 24.6184 1.7830 -24.1987
O 24.8099 11.6649 -24.6184
O 23.9674 8.7310 -25.5166
O 27.0338 9.7501 -25.0421
O 20.5369 8.8585 -25.6803
O 21.3302 10.0897 -19.1611
C 22.4114 4.2710 -20.6632
C 27.2861 7.3522 -24.9006
C 20.6236 9.1018 -19.9259
C 22.1488 7.5460 -28.7488
C 24.9084 12.2436 -22.2813
C 27.9246 8.6680 -25.4746
C 23.4404 7.5629 -24.8962
C 19.7738 7.8635 -25.0547
C 23.6170 7.3061 -23.3952
C 26.2238 9.3343 -29.1954
C 20.6018 9.5345 -21.4068
C 22.3898 7.1311 -30.2052
C 25.6604 2.5165 -23.5760
C 27.2745 8.4370 -29.7205
C 25.1012 3.9109 -23.5130
C 24.1901 11.3876 -23.3849
C 18.3094 8.1415 -25.2900
C 23.8227 4.0136 -20.2295
H 23.1292 11.6178 -23.2863
H 24.6418 7.1414 -23.0624
H 25.6894 4.6361 -22.9506
H 25.0898 8.2988 -28.0574
H 24.1590 3.0214 -20.5302
H 26.9524 7.4189 -29.5018
H 23.3856 8.0760 -27.2081
H 27.2526 8.5334 -30.8060
H 24.2337 10.3429 -23.0772
H 28.9072 8.7226 -25.0060
H 25.8346 2.2275 -22.5395
H 24.5002 0.9630 -23.7138
H 27.9498 6.5062 -24.7220
H 25.3240 9.1821 -29.7916
H 18.1558 8.1912 -26.3680
H 24.3644 12.0549 -21.3557
H 22.3976 7.3808 -25.1560
H 21.8229 6.7380 -28.0937
H 19.9135 7.9163 -23.9749
H 24.0883 3.7408 -23.1481
H 21.6892 9.5423 -21.4817
H 22.1196 5.2244 -20.2226
H 26.6076 2.5339 -24.1151
H 21.3949 9.7902 -18.2513
H 22.3507 4.4989 -21.7274
H 20.0443 8.7894 -21.9744
H 18.0145 9.1348 -24.9518
H 21.5128 6.7732 -30.7445
H 20.0150 6.8692 -25.4306
H 25.0116 13.3112 -22.4752
H 21.4595 8.5994 -25.6231
H 21.0296 8.0968 -19.8111
H 26.9365 7.4410 -23.8720
H 26.5548 10.3722 -29.2324
H 24.0145 3.9711 -19.1574
H 22.9744 7.9055 -22.7504
H 23.2323 6.2924 -23.2827
H 17.6193 7.3738 -24.9399
H 28.1060 8.6839 -26.5493
H 24.5793 12.5789 -24.8002
H 21.4507 2.6362 -21.3181
H 25.9509 11.9629 -22.1315
H 22.9142 6.1773 -30.1470
H 21.3676 8.3036 -28.6858
H 24.9668 4.2938 -24.5246
H 20.0871 10.4947 -21.4407
H 27.6541 10.4723 -24.9187
H 19.5916 8.9347 -19.6174
H 26.3314 7.0165 -25.3056
H 22.8441 7.8718 -30.8633
H 24.5582 4.7566 -20.5379
H 28.2215 8.5675 -29.1969
H 23.9557 6.7282 -25.3714
```

Formally, the Löwdin partial charges of the atoms, in units of the elementary charge, are as follows:
1 Cr 1.090
2 O -0.061
3 O -0.124
4 O -0.156
5 O -0.066
6 O -0.148
7 O -0.380
8 O -0.133
9 O -0.074
10 O -0.074
11 C -0.325
12 C -0.052
13 C -0.329
14 C -0.250
15 C -0.047
16 C -0.194
17 C -0.373
18 C -0.348
19 C -0.057
20 C -0.274
21 C -0.069
22 C -0.070
23 C -0.320
24 C -0.068
25 C -0.115
26 C -0.244
27 C -0.083
28 C -0.099
29 H 0.128
30 H 0.062
31 H 0.073
32 H 0.051
33 H 0.069
34 H 0.091
35 H 0.018
36 H 0.096
37 H 0.115
38 H 0.121
39 H 0.109
40 H 0.087
41 H 0.081
42 H 0.119
43 H 0.073
44 H 0.085
45 H 0.076
46 H 0.117
47 H 0.085
48 H 0.060
49 H 0.054
50 H 0.105
51 H 0.110
52 H 0.082
53 H 0.086
54 H 0.062
55 H 0.078
56 H 0.076
57 H 0.113
58 H 0.076
59 H 0.021
60 H 0.098
61 H 0.068
62 H 0.123
63 H 0.075
64 H 0.059
65 H 0.058
66 H 0.080
67 H 0.100
68 H 0.129
69 H 0.085
70 H 0.074
71 H 0.072
72 H 0.109
73 H 0.070
74 H 0.082
75 H 0.102
76 H 0.105
77 H 0.059
78 H 0.074
79 H 0.067
80 H 0.082
81 H 0.096



| no. | DFT total energy (eV) |
| --- | --- |
| 1 | -132038.2289 |
| 2 | -32004.0459 |
| 3 | -6803.2348 |
| 4 | -11384.1194 |
| 5 | -66364.0756 |